(1)
Density functional theory data (ωB97M-V/def2-TZVPD) for C28H63CaN11OPS as an isolated structure.

Cartesian coordinates (Å):
Ca -0.471 1.322 -0.411
C -1.113 3.006 2.114
N -2.170 2.314 1.385
C -2.582 1.139 2.144
C -3.316 3.195 1.198
C -3.049 4.302 0.178
N -2.461 3.804 -1.063
C -3.436 3.032 -1.822
C -1.994 4.930 -1.861
H -1.467 3.359 3.095
H -0.765 3.863 1.538
H -0.284 2.315 2.266
H -2.908 1.408 3.159
H -1.737 0.455 2.193
H -3.406 0.635 1.638
H -3.605 3.676 2.147
H -4.159 2.585 0.869
H -2.364 5.037 0.606
H -4.003 4.819 -0.020
H -4.303 3.643 -2.121
H -3.781 2.186 -1.229
H -2.951 2.645 -2.714
H -2.798 5.652 -2.082
H -1.598 4.566 -2.808
H -1.203 5.456 -1.326
N 4.301 -0.337 -3.846
N 3.258 -0.228 -2.995
N 2.422 -1.212 -2.778
C 1.647 -0.702 -1.831
N 2.010 0.541 -1.515
N 3.034 0.832 -2.268
H 4.122 -0.996 -4.593
H 4.666 0.563 -4.125
H 0.838 -1.219 -1.357
C 1.489 3.480 -6.710
C 1.493 2.432 -5.601
C 0.233 2.538 -4.749
S 0.087 1.022 -3.712
O -0.750 1.429 -2.546
C -1.019 -0.039 -4.752
C -2.501 0.131 -4.454
C -3.137 1.327 -5.153
H 2.419 3.466 -7.272
H 1.363 4.475 -6.290
H 0.670 3.296 -7.402
H 2.368 2.572 -4.964
H 1.554 1.434 -6.042
H -0.651 2.672 -5.369
H 0.307 3.356 -4.032
H -0.697 -1.051 -4.500
H -0.779 0.157 -5.795
H -2.630 0.204 -3.367
H -3.014 -0.777 -4.778
H -2.713 2.265 -4.805
H -4.206 1.355 -4.955
H -2.996 1.257 -6.230
N 0.092 -0.169 0.875
P 0.397 -1.237 1.919
N -0.053 -0.966 3.542
C -1.267 -1.425 4.171
C -0.992 -1.770 5.635
C -0.428 -0.547 6.358
C 0.809 -0.020 5.633
C 0.486 0.227 4.159
N 2.037 -1.579 2.177
C 2.696 -2.030 3.383
C 3.598 -3.239 3.110
C 4.553 -2.968 1.930
C 4.384 -1.545 1.400
C 2.920 -1.290 1.056
N -0.356 -2.726 1.606
C -0.039 -3.974 2.264
C 0.657 -4.946 1.311
C -0.198 -5.176 0.066
C -0.519 -3.834 -0.586
C -1.181 -2.906 0.436
H -1.632 -2.290 3.619
H -2.052 -0.654 4.150
H -0.276 -2.593 5.683
H -1.916 -2.097 6.112
H -0.171 -0.802 7.389
H -1.192 0.234 6.391
H 1.613 -0.752 5.714
H 1.149 0.908 6.098
H 1.379 0.526 3.602
H -0.236 1.055 4.103
H 1.935 -2.294 4.116
H 3.303 -1.222 3.815
H 2.975 -4.109 2.897
H 4.168 -3.457 4.014
H 4.346 -3.665 1.114
H 5.590 -3.117 2.236
H 4.987 -1.413 0.499
H 4.733 -0.820 2.137
H 2.653 -1.932 0.203
H 2.776 -0.248 0.740
H -0.968 -4.440 2.622
H 0.590 -3.768 3.129
H 0.841 -5.891 1.823
H 1.618 -4.524 1.011
H -1.132 -5.675 0.339
H 0.331 -5.824 -0.637
H -1.180 -3.974 -1.445
H 0.412 -3.379 -0.934
H -2.152 -3.338 0.724
H -1.353 -1.912 0.003

As for the LUMO energy: -1.940 eV. The molecular weight is 673.0 g mol⁻¹. The calculation puts the relative energy (zero: lowest compared OMol25 entry of this formula, charge and spin) at 38.0 kcal/mol. The calculation puts the gap between HOMO and LUMO at 7.80 eV. The HOMO energy is -9.737 eV. As for the spin multiplicity: 1. The calculation puts the strongest force on any atom at 0.0456 hartree/bohr. As for the charge: +1.

---

(2)
Density functional theory data (ωB97M-V/def2-TZVPD) for a 7-piece molecular cluster, C28H63N9O8S overall.

Cartesian coordinates (Å):
C 1.547 4.291 1.051
C 2.072 3.019 0.300
O 3.389 2.697 0.731
C 1.977 3.278 -1.225
N 3.053 2.681 -1.998
C 2.935 1.230 -2.102
C 4.170 0.758 -2.898
O 4.440 -0.625 -2.833
C 4.591 -1.120 -1.509
C 5.453 -0.267 -0.552
C 6.860 0.120 -1.090
C 7.215 1.528 -0.555
N 8.286 2.175 -1.351
N 1.617 0.759 -2.680
C 1.302 1.223 -3.708
S 1.011 1.722 -5.182
H 0.865 3.966 1.851
H 2.435 4.768 1.491
H 1.014 4.987 0.394
H 1.428 2.149 0.533
H 3.338 2.647 1.696
H 2.052 4.370 -1.372
H 0.962 3.017 -1.587
H 3.169 3.104 -2.914
H 2.942 0.896 -1.058
H 3.982 0.982 -3.964
H 5.034 1.406 -2.628
H 3.575 -1.175 -1.065
H 4.974 -2.151 -1.506
H 5.588 -0.835 0.383
H 4.921 0.649 -0.253
H 7.634 -0.621 -0.859
H 6.796 0.238 -2.186
H 7.510 1.507 0.508
H 6.327 2.187 -0.603
H 8.261 1.792 -2.291
H 8.102 3.170 -1.415
C 0.538 -3.516 0.431
N 1.753 -2.981 1.035
C 1.882 -1.924 1.871
C 0.626 -1.176 2.251
O 2.984 -1.598 2.295
H 0.426 -4.556 0.744
H 0.640 -3.483 -0.647
H -0.342 -2.955 0.725
H 2.629 -3.433 0.824
H 0.890 -0.361 2.921
H 0.151 -0.757 1.362
H -0.069 -1.839 2.767
C -2.597 -6.171 -4.244
N -1.641 -5.364 -3.512
C -1.875 -4.521 -2.471
C -3.293 -4.375 -1.982
O -0.945 -3.907 -1.960
H -2.314 -7.222 -4.158
H -2.569 -5.886 -5.297
H -3.606 -6.041 -3.865
H -0.671 -5.410 -3.783
H -3.315 -3.677 -1.159
H -3.930 -3.989 -2.780
H -3.674 -5.334 -1.631
C -4.663 -2.771 3.405
N -4.573 -3.384 2.087
C -5.376 -3.188 1.013
C -6.519 -2.218 1.161
O -5.160 -3.790 -0.036
H -3.731 -2.236 3.602
H -4.782 -3.554 4.146
H -5.495 -2.082 3.477
H -3.830 -4.045 1.917
H -7.068 -2.166 0.226
H -7.201 -2.554 1.944
H -6.144 -1.225 1.396
C 8.022 4.897 -5.983
N 7.389 3.780 -5.307
C 6.602 3.802 -4.201
C 6.324 5.138 -3.559
O 6.142 2.762 -3.752
H 7.667 4.934 -7.014
H 9.102 4.740 -5.989
H 7.801 5.841 -5.494
H 7.530 2.854 -5.680
H 5.685 4.987 -2.692
H 7.255 5.601 -3.228
H 5.809 5.797 -4.260
C -5.827 2.646 -1.270
N -6.467 1.533 -0.595
C -7.230 1.554 0.530
C -7.466 2.889 1.194
O -7.699 0.517 0.972
H -6.203 2.704 -2.293
H -4.750 2.468 -1.303
H -6.018 3.587 -0.765
H -6.352 0.609 -0.984
H -8.088 2.741 2.072
H -6.519 3.329 1.509
H -7.983 3.566 0.512
C -5.345 -1.665 9.374
N -5.248 -2.288 8.067
C -6.048 -2.105 6.985
C -7.198 -1.138 7.117
O -5.828 -2.713 5.947
H -4.420 -1.123 9.577
H -5.468 -2.444 10.129
H -6.182 -0.977 9.430
H -4.502 -2.947 7.907
H -7.739 -1.101 6.175
H -7.884 -1.467 7.899
H -6.828 -0.137 7.343

As for the LUMO energy: 0.424 eV. The molecular weight is 685.9 g mol⁻¹. The calculation puts the gap between HOMO and LUMO at 8.82 eV. The HOMO energy is -8.394 eV. As for the spin multiplicity: 1. The calculation puts the strongest force on any atom at 0.0669 hartree/bohr. As for the charge: 0.

---

- Which formula does entry 2 have?
  C28H63N9O8S